The following is a DFT calculation (ωB97M-V/def2-TZVPD) of a 3-piece molecular cluster, C32H63ClN2O8S2 overall.

* charge: 0
* relative energy (zero: lowest compared OMol25 entry of this formula, charge and spin): 0.0 kJ/mol
* 2S+1: 3
* HOMO-LUMO gap (spin up / spin down): 0.3163 / 0.3536 Eh
* HOMO energy (spin up / spin down): -8.27 / -9.45 eV

Last column: Löwdin charge in e.
CARTESIAN COORDINATES (ANGSTROEM)
C -2.517297 4.710734 4.205758  -0.09
O -2.620869 5.020192 2.825851  -0.22
C -1.818073 6.108174 2.416786  -0.21
C -0.426814 5.697096 1.864245  -0.15
C -0.119639 4.194983 1.931232  -0.18
C -0.409968 3.427418 0.631284  -0.17
C -1.796047 2.789006 0.577147  -0.15
C -2.212525 1.987861 1.812764  -0.28
C -3.460025 1.177142 1.507111  -0.15
O -4.238022 0.956392 2.709379  -0.21
S -3.426036 0.544439 4.011065  0.63
O -3.223163 1.722103 4.808590  -0.28
O -4.096590 -0.582715 4.581747  -0.26
C -1.872143 0.019522 3.348035  -0.18
C -1.151631 1.021838 2.406197  -0.25
C -0.339587 0.237196 1.342826  -0.13
C 1.200086 0.420977 1.408116  -0.17
C 2.030035 -0.858398 1.650627  -0.20
C 2.701981 -0.933895 3.034404  -0.27
S 1.839896 -2.058349 4.127241  0.34
O 0.444255 -2.064470 3.813109  -0.34
O 2.567671 -3.282575 4.236864  -0.33
Cl 2.017994 -1.097364 5.920490  0.39
H -3.154609 5.379766 4.795314  0.10
H -2.844254 3.678239 4.347078  0.05
H -1.481982 4.796735 4.557970  0.10
H -2.379020 6.635241 1.640022  0.12
H -1.698116 6.817610 3.245438  0.11
H 0.342479 6.244174 2.415927  0.10
H -0.355678 6.041751 0.828989  0.10
H 0.941086 4.075777 2.170016  0.11
H -0.678013 3.749212 2.758021  0.08
H 0.365976 2.681128 0.453254  0.08
H -0.337801 4.125527 -0.209826  0.11
H -1.894864 2.163919 -0.319650  0.12
H -2.536837 3.589095 0.465365  0.12
H -2.478232 2.712753 2.587308  0.10
H -4.125589 1.692095 0.815035  0.14
H -3.210237 0.215779 1.052172  0.10
H -1.282316 -0.212938 4.234455  0.11
H -2.086634 -0.932143 2.857309  0.10
H -0.469583 1.593577 3.042166  0.13
H -0.551535 -0.830585 1.437944  0.10
H -0.676701 0.522562 0.344915  0.11
H 1.548744 0.855513 0.469125  0.10
H 1.440155 1.158966 2.180801  0.11
H 2.844452 -0.886971 0.922434  0.10
H 1.418086 -1.747084 1.484957  0.11
H 2.750631 0.035035 3.528625  0.08
H 3.715038 -1.335635 2.987451  0.10
C 5.299889 -2.456331 -3.242690  -0.03
C 4.928643 -0.998394 -2.915478  -0.48
C 5.686395 -0.015905 -3.816473  -0.13
C 7.169504 0.110051 -3.477185  -0.17
C 7.368918 0.441143 -2.000161  -0.13
C 6.667046 -0.545021 -1.060383  -0.49
N 5.231405 -0.658453 -1.483982  -0.11
O 4.500922 0.287837 -1.026547  -0.04
C 7.375744 -1.903451 -1.065435  -0.03
C 6.698313 -0.022633 0.371549  -0.04
C 3.426663 -0.842077 -3.129237  -0.04
H 4.592407 -2.856015 -3.968631  0.08
H 6.292934 -2.555901 -3.676822  0.07
H 5.247806 -3.086546 -2.356050  0.09
H 5.217699 0.968898 -3.727610  0.12
H 5.556717 -0.337112 -4.853317  0.13
H 7.705933 -0.805683 -3.739715  0.10
H 7.609624 0.902403 -4.085134  0.11
H 8.432601 0.455090 -1.749643  0.13
H 6.981299 1.445298 -1.803435  0.13
H 6.802448 -2.639426 -0.500304  0.09
H 8.346118 -1.789948 -0.581284  0.09
H 7.558342 -2.299373 -2.059051  0.06
H 6.291317 0.982132 0.444449  0.08
H 7.733422 -0.005184 0.715548  0.09
H 6.126353 -0.674874 1.033495  0.08
H 2.868112 -1.489523 -2.451170  0.09
H 3.192032 -1.130188 -4.154991  0.09
H 3.098814 0.181907 -2.973768  0.08
C -5.861596 -2.011857 -3.707080  -0.03
C -4.520816 -1.671079 -3.031596  -0.48
C -3.484409 -2.776567 -3.266447  -0.13
C -3.754287 -4.050863 -2.470432  -0.17
C -3.915925 -3.745802 -0.983396  -0.13
C -4.977220 -2.678475 -0.695292  -0.48
N -4.682226 -1.479226 -1.551639  -0.10
O -3.795732 -0.711628 -1.040948  -0.04
C -6.386240 -3.225185 -0.945901  -0.03
C -4.909325 -2.251905 0.767604  -0.03
C -4.020079 -0.358695 -3.625598  -0.04
H -5.886412 -1.574187 -4.704721  0.08
H -6.019636 -3.082394 -3.823651  0.07
H -6.700944 -1.599657 -3.149034  0.09
H -2.497326 -2.390500 -2.993182  0.12
H -3.455757 -2.992722 -4.337823  0.13
H -4.639219 -4.566133 -2.853522  0.10
H -2.920073 -4.741529 -2.606921  0.11
H -4.182363 -4.650520 -0.431511  0.13
H -2.957674 -3.399678 -0.583361  0.12
H -7.127141 -2.428935 -0.865766  0.09
H -6.609646 -3.969330 -0.181055  0.09
H -6.504395 -3.710327 -1.909700  0.06
H -3.907199 -1.943470 1.054552  0.07
H -5.196678 -3.097026 1.394087  0.10
H -5.591122 -1.425181 0.970009  0.10
H -4.715723 0.454342 -3.413441  0.09
H -3.943014 -0.476430 -4.707533  0.09
H -3.043378 -0.084169 -3.236736  0.08

Cartesian forces (eV/Å) of the 6 atoms listed first:
-0.012 -0.034 0.053
0.011 0.070 -0.083
-0.086 0.202 -0.093
-0.098 0.095 0.216
0.230 0.023 -0.093
-0.104 0.075 -0.017

The following is a DFT calculation (ωB97M-V/def2-TZVPD) of C32H64AsIKN5O6SSi as an isolated structure at a distorted geometry.

* charge: -2
* relative energy (zero: lowest compared OMol25 entry of this formula, charge and spin): 58.7 kJ/mol
* HOMO-LUMO gap: 0.2330 Eh
* HOMO energy: -2.46 eV

Last column: Löwdin charge in e.
CARTESIAN COORDINATES (ANGSTROEM)
K -1.378994 -0.475504 0.005486  0.67
C -1.058086 5.244625 -4.095927  -0.10
C -2.097846 4.137439 -4.229124  -0.29
N -1.543588 2.858955 -4.632326  -0.15
C -1.508864 2.548410 -6.052873  -0.24
C -0.145967 2.783028 -6.697829  -0.09
C -1.053266 1.955183 -3.710169  -0.76
S -1.042835 2.379920 -2.073858  0.66
N -0.624845 0.823303 -4.302933  0.07
C -0.078930 -0.208375 -3.642149  -0.46
O 0.159503 -0.355032 -2.438670  -0.09
C 0.307184 -1.355603 -4.562549  -0.12
C 0.389030 -1.200178 -5.943572  -0.03
C 0.771322 -2.260983 -6.751762  -0.10
C 1.063765 -3.497313 -6.188880  -0.12
C 0.981715 -3.659538 -4.812473  -0.09
C 0.615587 -2.591827 -4.004393  -0.03
H -1.534930 6.176164 -3.778366  0.06
H -0.546144 5.429973 -5.042806  0.05
H -0.321440 4.962241 -3.344180  0.05
H -2.849295 4.418001 -4.973514  0.10
H -2.600222 3.999290 -3.273090  0.06
H -2.264781 3.170251 -6.539634  0.10
H -1.792132 1.505558 -6.188130  0.10
H 0.160322 3.827503 -6.617804  0.05
H -0.170806 2.513390 -7.757873  0.06
H 0.601114 2.165273 -6.199894  0.06
H 0.141502 -0.233453 -6.361994  0.09
H 0.837308 -2.124265 -7.825214  0.09
H 1.352618 -4.329264 -6.820838  0.09
H 1.200698 -4.620964 -4.362609  0.10
H 0.564730 -2.702746 -2.929086  0.09
C -2.759474 -0.338944 5.328007  -0.04
C -2.234860 0.880556 4.574328  -0.66
C -1.897341 1.994260 5.567422  -0.03
C -3.278498 1.352868 3.565203  -0.02
O -1.058614 0.452768 3.914779  -0.11
Si 0.046174 1.195106 2.921542  -0.01
O 0.350764 0.399318 1.617397  -0.38
O 1.392392 1.458442 3.901042  -0.12
C 2.421649 0.537429 4.201244  -0.66
C 3.223345 0.197030 2.949292  -0.04
C 3.318390 1.235644 5.223435  -0.04
C 1.834289 -0.736151 4.810526  -0.04
O -0.564657 2.732958 2.733575  -0.12
C 0.102800 3.864298 2.187058  -0.65
C 1.132574 3.464621 1.132297  -0.04
C 0.776215 4.621405 3.331086  -0.04
C -0.981245 4.723502 1.543233  -0.03
H -3.644927 -0.086059 5.916393  0.08
H -1.984092 -0.716175 5.997837  0.08
H -3.029033 -1.127903 4.624770  0.08
H -2.796773 2.336224 6.087123  0.08
H -1.449079 2.837864 5.043212  0.07
H -1.182680 1.625232 6.306945  0.08
H -4.190913 1.671059 4.076715  0.08
H -3.545749 0.537756 2.889773  0.09
H -2.891081 2.187952 2.983233  0.07
H 3.710858 1.096031 2.561420  0.09
H 2.548671 -0.181066 2.182422  0.05
H 3.995459 -0.544316 3.172413  0.07
H 3.692302 2.169904 4.800326  0.08
H 4.169861 0.606301 5.496862  0.08
H 2.744855 1.467453 6.123250  0.08
H 1.149137 -1.212580 4.106407  0.08
H 1.272018 -0.496969 5.715277  0.08
H 2.630069 -1.444595 5.061033  0.08
H 1.917473 2.845684 1.572087  0.07
H 1.591900 4.361313 0.706161  0.08
H 0.665957 2.891934 0.330737  0.05
H 1.459861 3.955396 3.858176  0.07
H 0.023408 4.978124 4.038768  0.08
H 1.332803 5.483531 2.952181  0.08
H -1.458572 4.171385 0.732367  0.08
H -0.558843 5.644225 1.132185  0.08
H -1.738566 4.983649 2.286418  0.08
C 2.979616 -0.135090 -0.678521  -0.07
N 3.328013 -1.467811 -0.194476  -0.18
C 4.330542 -2.121034 -1.017075  -0.08
C 2.203652 -2.275946 0.092393  -0.45
N 1.039223 -2.076148 -0.366290  0.15
N 2.467878 -3.341278 0.947410  -0.16
C 1.338053 -4.155523 1.337003  -0.08
C 3.483934 -3.235129 1.972910  -0.08
H 3.859091 0.505638 -0.583565  0.09
H 2.168846 0.277269 -0.074754  0.07
H 2.653285 -0.137773 -1.727785  0.08
H 4.030457 -2.149801 -2.075333  0.09
H 4.486901 -3.143500 -0.674269  0.08
H 5.278170 -1.580948 -0.944295  0.08
H 1.042853 -1.350470 -1.084342  0.00
H 0.648786 -4.251189 0.503116  0.06
H 0.792162 -3.710921 2.178947  0.09
H 1.693931 -5.146051 1.632970  0.08
H 4.187294 -2.447633 1.722160  0.07
H 4.021567 -4.184194 2.070795  0.08
H 3.037391 -2.995699 2.947033  0.08
I -6.663950 -3.179004 1.196351  -0.58
C -1.823896 -4.087671 -1.678522  -0.23
As -3.415060 -3.435223 -0.765868  0.90
C -4.758982 -4.464597 -1.717388  -0.26
C -3.096890 -4.103538 1.025971  -0.25
O -3.388111 -1.814616 -0.992937  -0.62
H -1.767658 -5.176593 -1.597851  0.03
H -0.935238 -3.633532 -1.236275  0.00
H -1.890221 -3.794773 -2.725823  0.03
H -5.118047 -5.273616 -1.085095  0.01
H -4.286840 -4.838567 -2.624762  0.02
H -5.596486 -3.808834 -1.939924  0.01
H -3.941644 -4.707616 1.348142  -0.03
H -3.016905 -3.253172 1.700265  0.03
H -2.163368 -4.665344 1.002760  0.02

Cartesian forces (eV/Å) of the 6 atoms listed first:
0.175 0.291 -0.331
-0.001 0.040 0.014
0.000 -0.006 -0.035
0.029 -0.099 0.056
-0.015 0.000 -0.009
0.015 -0.005 -0.017